20
Properties=species:S:1:pos:R:3:forces:R:3 method="wB97M-V/def2-TZVPD" homo_energy_ev="-18.83 / -18.84" total_charge=+2 lumo_energy_ev="-7.78 / -11.30" de_lowest_ev=1.590 s_squared=0.767 multiplicity=2
O 1.160769 -2.472210 0.776672 -0.4 0.6 0.5
N -2.096152 -0.928691 -2.183529 1.2 -0.5 1.3
N 0.193800 0.741968 1.885793 -0.7 -1.0 -0.3
C -0.797926 0.597805 -0.869620 1.4 1.9 0.9
C 0.614206 1.113985 -0.619948 0.3 -1.5 1.5
C -0.933718 -0.373766 -1.832480 -1.4 -1.0 -1.6
C 1.130890 1.331183 0.871590 -0.2 0.5 -0.8
H -0.071232 -0.649356 -2.428819 0.1 -0.1 0.0
H -0.739872 1.163826 1.898684 0.4 0.7 0.6
H 0.775360 2.045646 -1.166713 0.1 -0.1 -0.2
H 1.289100 0.298497 -0.901336 0.0 0.5 -0.9
H -2.124295 -1.735516 -2.802195 0.2 0.3 -0.4
H 0.836809 -1.784005 1.369143 0.2 -0.1 -0.1
H 1.338955 2.384740 1.057241 -0.6 0.0 0.4
H 2.094270 0.845227 1.022704 -0.2 -0.2 -0.2
H 0.587820 0.607019 2.826025 -0.1 0.7 0.0
H 1.242089 -3.181558 1.425887 0.3 -0.6 -0.3
H -0.075612 -0.210996 1.601854 0.4 0.1 -0.1
H -1.608346 1.192019 -0.456222 -0.4 -0.5 -0.1
H -2.816915 -0.985819 -1.474733 -0.6 0.6 -0.2